Density functional theory data (ωB97M-V with the def2-TZVPD basis set) for a 11-piece molecular cluster, C6H33NO11 overall at a distorted geometry.

Structure (XYZ):
```
51
C6H33NO11 (ωB97M-V with the def2-TZVPD basis set)
C 1.155 -2.501 -1.249
C 0.968 -1.238 -0.422
N 0.151 -0.273 -1.088
C -3.115 0.781 0.656
C -2.178 0.053 -0.272
C -0.756 0.704 -0.474
C -0.900 1.877 -1.431
O -1.725 1.868 -2.367
H 2.197 -2.792 -1.410
H 0.565 -3.317 -0.842
H 0.772 -2.466 -2.292
H 0.586 -1.586 0.587
H 1.920 -0.752 -0.200
H -0.226 -0.422 -2.024
H -3.173 0.388 1.672
H -2.689 1.787 0.886
H -4.099 0.788 0.181
H -1.916 -0.980 0.040
H -2.388 -0.180 -1.327
H -0.399 0.983 0.519
H -0.061 2.564 -1.356
H 1.941 0.872 1.263
H 2.644 1.144 0.005
O 1.987 1.574 0.575
H 1.704 1.148 -2.222
H 2.775 2.127 -2.835
O 2.312 1.295 -2.961
H -1.925 -3.855 1.221
H -0.863 -2.749 0.993
O -1.359 -3.222 1.670
H 1.424 4.204 -0.855
H 1.975 3.009 -0.677
O 1.778 3.537 -1.483
H 0.783 0.972 3.212
H 0.776 -0.583 3.585
O 1.284 0.251 3.593
H -2.166 -3.644 -1.691
H -2.922 -2.728 -0.865
O -2.229 -3.399 -0.756
H 1.068 2.993 1.799
H -0.333 3.122 1.077
O 0.464 3.597 1.372
H -0.955 -2.001 2.895
H -1.712 -1.407 4.024
O -0.994 -1.163 3.416
H -1.458 0.224 -3.644
H -0.300 -0.540 -4.299
O -1.020 -0.650 -3.665
H 3.936 0.899 2.288
H 3.255 -0.394 2.995
O 3.444 0.082 2.183
```

Output
strongest force on any atom: 0.064 Eh/bohr
net charge: -1
relative energy (zero: lowest compared OMol25 entry of this formula, charge and spin): 1.687 eV
spin multiplicity: 2
calculated total energy: -1130.70902 Ha